No. 1
Molecular formula: C11H8BiCl2LuN2O3Se
Method: DFT, ωB97M-V/def2-TZVPD

Element x y z (Å)
C: 2.18984 -0.29119 -1.63603
H: -4.00878 0.65066 -0.95954
C: -4.26838 -1.54055 -0.98960
C: 6.12669 1.00146 -0.00862
C: -3.70407 -2.78563 -0.69818
O: 2.02443 -1.44427 -1.65780
Cl: 4.52839 -1.41941 0.51864
C: -2.45808 -2.84912 -0.04615
H: -2.79418 2.07257 -0.18636
H: 0.12456 -2.00855 1.19778
H: -1.91711 -3.77512 0.12842
Lu: 3.96640 0.90583 1.14987
O: 7.05382 1.04576 -0.68028
Cl: 4.31671 2.05686 3.22341
C: -1.85990 -1.66507 0.36392
Se: 1.08685 1.01152 1.51499
H: -1.09925 2.40553 -0.65955
H: -1.56424 2.49722 1.06705
C: 4.74072 3.05090 0.39760
C: -1.75040 1.97405 0.11754
C: -0.35599 -0.00946 0.81520
C: -2.43039 -0.45288 0.03618
N: -1.48103 0.53982 0.30022
O: 5.20193 4.08828 0.27399
H: -5.22876 -1.52374 -1.50119
N: -0.55242 -1.35985 0.80658
H: -4.20973 -3.72369 -1.00200
C: -3.61869 -0.33276 -0.67511
Bi: 1.94107 1.88086 -1.21098

Energy above the lowest of the compared OMol25 structures with the same formula, charge and spin in kcal per mole: 10.8
Gap between HOMO and LUMO (spin up / spin down) in eV: 4.47 / 4.94
Charge: +4

***

No. 2
Molecular formula: C11H8BrMnN2O3
Method: DFT, ωB97M-V/def2-TZVPD

Element x y z (Å)
O: -0.63680 -3.54937 -2.61695
C: -1.90905 1.95148 3.22545
O: -1.47655 -1.74502 -1.57302
H: -2.70135 3.44695 1.86884
N: -1.19839 0.55806 0.94440
H: -0.42777 -0.90580 2.18099
C: -1.81709 1.73785 0.89838
C: -1.26148 0.71489 3.31608
N: 0.79590 -0.51735 -1.57533
O: -2.27936 2.66395 4.28483
C: 1.96915 -2.25985 -2.70675
H: 3.98541 0.37014 -2.01810
C: -0.92324 0.05459 2.15913
C: -0.50651 -2.46057 -2.13549
H: -2.05465 2.21771 5.11037
H: 4.04806 -1.88291 -3.08550
C: 0.82089 -1.73220 -2.15073
C: -2.20014 2.49642 1.96732
H: -1.03009 0.27511 4.27642
H: 1.92052 -3.24227 -3.15471
C: 3.10099 -0.24820 -2.06697
C: 1.91327 0.21533 -1.53309
C: 3.12883 -1.50256 -2.66129
Mn: -0.99407 -0.08745 -0.97332
H: 1.84065 1.18858 -1.06499
Br: -2.10712 2.24250 -0.91598

Gap between HOMO and LUMO (spin up / spin down) in eV: 9.07 / 8.64
Charge: +1
2S+1: 2

***

No. 3
Molecular formula: C11H8CeCl2DyN2O3Se
Method: DFT, ωB97M-V/def2-TZVPD

Element x y z (Å)
O: -1.17010 -2.58686 0.58774
C: -1.00887 0.78076 3.40801
N: -1.11769 1.50218 2.22630
Ce: -0.08993 -0.43751 -1.45029
H: -2.17203 -0.23757 6.36740
C: -1.49779 -0.12673 5.51120
C: -0.73170 -1.74107 -0.21789
O: -0.81794 1.20590 -12.03442
Cl: -0.67571 2.53704 -8.30172
H: 2.93917 0.26440 2.57449
C: -0.26064 -0.79437 5.50897
C: -1.87682 0.67544 4.43649
C: -0.51209 0.90315 -10.97726
Dy: -0.01968 0.45267 -9.07696
H: 0.02050 -1.41989 6.36281
C: 0.21935 0.12335 3.39974
C: 2.19610 -0.05496 1.82463
C: 0.61764 -0.66842 4.43037
O: 0.72917 -2.39007 -10.17623
H: 1.58037 -1.17788 4.41491
C: 0.03316 1.27921 1.51500
Cl: 2.02719 -1.69792 -1.65337
N: 0.86209 0.44574 2.20608
Se: 0.35825 2.01440 -0.05462
H: -1.91624 2.09279 1.95252
H: 2.17620 -1.15499 1.77094
H: -2.83184 1.20363 4.41873
H: 2.48726 0.34558 0.83978
C: 0.45263 -1.33800 -9.81336

Gap between HOMO and LUMO (spin up / spin down) in eV: 2.81 / 4.08
Charge: +4
2S+1: 7

***

No. 4
Molecular formula: C11H8N2O
Method: DFT, ωB97M-V/def2-TZVPD

Element x y z (Å)
N: 0.18199 4.31678 -1.42293
C: 0.11763 0.80207 -0.48068
C: -0.57089 -2.87072 2.10714
C: -0.70657 -1.50016 2.15513
H: 0.01448 -4.59112 0.97657
C: 0.20841 2.13108 -1.00874
O: 0.67821 2.33634 -2.26673
C: -0.09835 3.36632 -0.48983
C: -0.33207 -0.77815 1.02914
H: -1.08973 -1.00308 3.03410
C: -0.07456 -3.51477 0.96867
H: -0.85269 -3.46344 2.96471
C: 0.63218 3.66213 -2.44065
H: -0.49253 3.63332 0.46853
C: 0.29854 -2.80729 -0.15016
C: 0.17266 -1.41633 -0.13238
H: 0.95759 4.07772 -3.37254
H: 0.84331 -0.51591 -2.06185
H: -0.66388 1.27221 1.43231
H: 0.68096 -3.30847 -1.02655
N: -0.35426 0.56431 0.78975
C: 0.44955 -0.39286 -1.07303

Energy above the lowest of the compared OMol25 structures with the same formula, charge and spin in kcal per mole: 0.0
Gap between HOMO and LUMO in eV: 8.33
SMILES: c1ccc2[nH]c(-c3cnco3)cc2c1
Charge: 0